Entry 1:
DFT (wB97M-V/def2-TZVPD) results for C27H34AsN5PdSSeSiTe as an isolated structure at a distorted geometry.

Each line ends with the Mulliken charge.
CARTESIAN COORDINATES (ANGSTROEM)
Te  0.79821  2.01732  2.77259  -0.10
Pd  -0.04497  0.71565  0.74221  -0.25
Se  -4.43141  2.08949  2.12832  0.25
As  -1.21132  -0.73418  -0.80484  0.68
S  2.97623  4.24091  1.59050  -0.16
Si  1.00295  -1.94511  2.51415  0.09
N  -1.22223  2.22014  0.02502  1.15
N  -2.80442  1.54842  1.63193  -0.21
N  2.31136  0.71469  -0.10825  0.57
N  1.26617  -0.78495  1.25601  0.32
N  -4.52916  3.39548  0.93590  -0.83
C  -0.86302  -1.91630  2.81801  -0.82
C  4.67480  0.85345  -0.33324  -0.77
C  -1.85265  4.02678  -1.42409  -0.80
C  3.70777  -0.86895  1.02700  -1.08
C  -3.39602  3.37319  0.26170  0.66
C  -1.78108  -4.38561  -1.14865  0.05
C  -2.61916  -5.33901  -1.70427  -0.70
C  3.15977  2.51279  -1.47769  -0.92
C  -2.25425  -4.38752  -3.87601  -0.79
C  -0.27488  -2.39414  -1.32414  -0.41
C  1.22925  5.86639  0.70018  -0.68
C  -1.16285  -3.42330  -1.94581  0.07
C  -0.96958  3.02053  -0.98424  -0.68
C  4.81759  -0.26132  0.48885  -0.74
C  3.39540  1.31362  -0.60308  0.19
C  1.32008  3.81111  1.80321  0.18
C  -1.62880  0.00877  -2.56283  -1.38
C  -2.43850  2.35215  0.65163  0.26
C  -3.01327  -1.34340  -0.38019  -1.36
C  1.58797  -3.65169  1.91718  -1.33
C  1.87534  -1.53984  4.13633  -1.08
C  -2.86098  -5.34008  -3.07074  -0.44
C  -3.05145  4.22844  -0.80912  -0.73
C  -1.40643  -3.44146  -3.31753  -0.17
C  2.57656  5.70814  0.79851  -0.47
C  2.43271  -0.33838  0.73364  1.08
C  0.51157  4.78341  1.28109  -0.41
H  3.35636  6.36699  0.44987  0.41
H  0.77131  -4.37759  1.90282  0.41
H  5.80688  -0.63686  0.72133  0.43
H  -3.39363  -1.96501  -1.19034  0.46
H  2.19312  2.95120  -1.23368  -0.22
H  2.95429  -1.43179  4.01118  0.31
H  -3.03701  -1.89839  0.55467  0.28
H  -1.10739  -2.17708  3.85131  0.51
H  -3.64572  -0.46235  -0.27197  0.41
H  -2.11272  -0.75032  -3.17666  0.50
H  -3.07731  -6.08905  -1.07225  0.42
H  -3.51146  -6.08585  -3.50901  0.38
H  -2.43714  -4.38770  -4.94301  0.39
H  0.75497  6.72754  0.24886  0.39
H  -0.56726  4.74016  1.33320  0.57
H  -0.90765  -2.72206  -3.95721  0.47
H  -1.58785  -4.38807  -0.08106  0.31
H  1.69589  -2.33886  4.86166  0.37
H  3.78779  -1.71596  1.69705  0.40
H  -1.25641  -0.91509  2.63197  0.03
H  5.53497  1.36106  -0.74974  0.44
H  2.36166  -4.04667  2.57968  0.40
H  3.15728  2.22204  -2.53192  0.28
H  2.01209  -3.59538  0.91292  0.36
H  3.93653  3.26278  -1.33456  0.41
H  -3.72643  5.01201  -1.12556  0.49
H  -2.31010  0.85187  -2.44483  0.38
H  -1.55811  4.65067  -2.25619  0.53
H  -0.72151  0.35639  -3.05642  0.32
H  0.19423  -2.77417  -0.41769  -0.38
H  0.51814  -2.07707  -2.00312  0.65
H  -0.01691  2.85459  -1.46966  0.25
H  -1.38882  -2.61987  2.16613  0.15
H  1.50060  -0.60775  4.56299  0.24

Atomic forces in eV per Å
0.2 0.5 0.5
0.0 -0.7 -0.5
0.5 0.0 -0.3
0.0 -0.4 -0.4
-0.3 0.0 0.0
0.0 0.1 0.0
-0.4 0.4 0.0
-0.4 0.3 0.0
0.3 0.0 -0.2
-0.3 0.3 0.1
0.0 0.0 0.1
0.2 -0.2 0.0
0.1 0.1 -0.1
-0.7 0.6 -0.1
-0.2 -0.1 0.1
0.2 -0.5 0.4
0.0 0.0 0.0
0.0 0.0 0.0
0.0 -0.1 -0.1
0.0 0.0 0.0
-0.1 0.1 0.1
-0.1 0.0 0.0
0.0 0.0 0.0
0.3 -0.8 0.7
0.0 0.0 0.0
0.1 -0.2 0.1
0.1 -0.1 0.0
0.0 0.0 0.0
-0.5 0.2 0.2
0.0 0.0 0.0
-0.1 0.1 0.2
-0.1 -0.1 -0.2
0.0 0.0 0.0
0.4 0.3 -0.5
0.0 0.0 0.0
0.2 -0.1 0.0
0.3 0.0 -0.2
0.1 0.0 0.0
0.0 0.0 0.0
0.0 0.0 0.0
0.0 0.0 0.0
0.0 0.0 0.0
0.0 0.1 0.0
0.0 0.0 0.0
0.1 0.0 0.0
0.0 -0.1 0.0
0.0 0.0 0.0
0.0 0.0 0.0
0.0 0.0 0.0
0.0 0.0 0.0
0.0 0.0 0.0
0.0 0.0 0.0
0.0 0.0 0.0
0.0 0.0 0.0
0.0 0.0 0.0
0.0 0.0 0.0
0.1 0.0 0.0
0.0 0.1 0.0
0.0 0.0 0.0
0.0 0.0 0.0
0.0 0.0 0.0
0.0 0.0 0.0
0.0 0.0 0.0
0.0 0.0 0.0
0.0 0.0 0.0
0.1 0.0 0.0
0.0 0.0 0.0
0.0 0.1 0.0
0.0 0.0 0.0
0.1 0.1 0.0
0.0 0.0 0.0
0.0 0.0 0.0

Properties
Frontier orbital gap = 4.876 eV
2S+1 = 1
Energy relative to the best compared isomer or geometry (same formula, charge and spin) = 11.2 kcal/mol
HOMO level = -6.685 eV

***

Entry 2:
DFT (wB97M-V/def2-TZVPD) results for a 3-piece molecular cluster, C27H34FN3O8 overall at a distorted geometry.

Each line ends with the Mulliken charge.
CARTESIAN COORDINATES (ANGSTROEM)
F  -1.31778  3.34091  3.96037  -0.36
O  10.62151  -3.19581  1.63877  -0.32
O  9.32803  -4.22228  0.23862  -0.31
O  8.54127  -2.37242  1.28406  -0.54
O  0.25131  -5.21506  -2.71139  -0.33
O  0.33034  -3.05932  -2.51919  -0.22
O  2.98658  3.88708  0.47142  -0.51
O  -1.57449  -4.13036  -1.92164  -0.54
O  0.63291  1.38980  -2.88410  -0.50
N  -9.28002  1.79402  1.17136  -0.61
N  -7.28425  0.75106  0.41517  -0.28
N  -9.51170  -0.47802  0.61270  -0.65
C  2.91737  -0.52174  -1.77773  -0.70
C  -2.04499  5.29797  2.76421  -1.04
C  2.38378  2.86171  0.28112  -0.04
C  -3.63885  2.11059  0.77069  -0.80
C  -0.45897  -6.44511  -2.57396  -0.62
C  10.85070  -2.13227  2.56281  -0.62
C  3.08572  1.54034  -0.19651  0.52
C  0.09833  1.97545  -0.58548  0.64
C  -1.32749  1.74467  -0.55563  -0.74
C  -0.28859  -1.82314  -2.16206  -0.45
C  8.07738  -4.33289  -0.43913  -0.63
C  -8.69758  0.74940  0.73421  0.36
C  -2.09926  2.30395  0.57023  0.75
C  0.97700  1.36875  -1.72816  -0.21
C  -7.02273  1.53315  -0.83428  -0.64
C  4.18357  -0.96197  -1.20294  -0.63
C  4.34595  1.05528  0.34506  -0.77
C  9.40899  -3.18122  1.07519  0.80
C  -0.44613  -4.13438  -2.34119  0.69
C  -4.41285  1.57118  -0.49133  -0.12
C  2.37064  0.77509  -1.23400  0.65
C  -1.37467  3.08398  1.58878  0.18
C  4.88582  -0.20335  -0.15352  -0.36
C  -5.73586  2.43577  -0.74050  -0.99
C  -2.11140  3.72708  2.82690  -0.12
C  0.82964  2.74338  0.44200  0.69
C  0.08052  3.30759  1.54467  -0.94
H  -3.82100  1.64780  -1.44491  0.29
H  -1.17023  -1.64919  -2.78018  0.38
H  -0.72656  -6.62083  -1.53141  0.29
H  0.20247  -7.24515  -2.90193  0.22
H  4.82384  1.66880  1.14697  0.37
H  -0.54751  -1.81438  -1.10188  0.35
H  10.14815  -2.18720  3.39512  0.29
H  -7.89332  2.23234  -0.96728  0.50
H  -3.15054  3.34534  2.95611  0.41
H  -9.13068  -1.03491  -0.15974  0.28
H  7.26417  -4.47538  0.27369  0.29
H  -4.06020  3.09856  1.09353  0.32
H  -10.26622  1.58084  1.35657  0.29
H  5.83926  -0.57383  0.29047  0.43
H  -7.07958  -0.22333  0.16595  0.29
H  -1.08096  5.57751  2.25794  0.31
H  -4.76479  0.51386  -0.32944  0.24
H  -2.07656  5.66824  3.82439  0.33
H  -6.98847  0.85208  -1.72907  0.21
H  4.65295  -1.92466  -1.51743  0.36
H  -5.62414  3.01520  -1.69216  0.33
H  -9.33078  -1.03673  1.45958  0.26
H  -2.91512  5.65964  2.16056  0.28
H  0.42747  -1.02881  -2.33764  -0.20
H  0.57831  3.89532  2.34971  0.45
H  -3.77547  1.41941  1.65366  0.36
H  2.37930  -1.11138  -2.55351  0.56
H  11.86037  -2.24765  2.95294  0.22
H  10.77972  -1.16573  2.06274  0.29
H  -1.86936  1.15007  -1.32300  0.17
H  7.89626  -3.45367  -1.05893  0.27
H  -5.92183  3.18533  0.07316  0.32
H  8.12967  -5.20761  -1.08500  0.26
H  -1.34835  -6.44882  -3.20512  0.29

Atomic forces in eV per Å
-0.9 0.2 -0.6
-0.2 -0.1 -0.1
0.1 0.1 0.1
0.1 -0.1 0.0
0.0 0.2 0.0
0.0 -0.2 0.0
-0.2 -0.5 0.3
0.2 0.0 -0.1
0.1 -0.4 0.5
0.7 -0.4 -0.2
-1.5 -1.0 -1.2
1.9 0.0 0.1
1.2 2.4 2.3
0.0 -1.0 0.0
-0.6 -1.0 -0.3
0.8 -0.3 -0.2
-0.1 -0.4 0.0
0.1 0.3 0.3
-0.4 -1.5 -1.0
0.2 0.1 0.7
0.4 1.4 2.1
-0.2 0.3 0.2
-0.3 -0.1 -0.2
-1.0 0.4 0.8
2.0 0.5 0.3
0.7 0.2 1.3
0.0 1.5 -0.4
-0.5 1.3 0.8
-1.1 -0.8 -1.4
0.1 -0.1 0.0
0.1 0.0 0.0
-1.1 0.8 0.1
0.9 -0.9 0.2
0.6 -0.5 -0.7
-1.8 1.0 -0.6
-0.2 -0.7 0.0
1.3 0.3 -0.7
-1.7 -0.6 -0.1
-1.1 -1.1 -1.8
-0.4 -0.3 1.1
0.0 0.0 0.1
-0.1 0.1 -0.1
0.1 0.2 0.0
-0.3 -0.8 -0.9
-0.1 -0.1 -0.1
-0.1 0.1 -0.1
0.8 -0.7 0.0
1.0 0.2 0.1
-0.3 0.0 0.3
0.0 0.2 0.0
0.3 -0.9 -0.5
0.4 0.1 -0.3
-0.9 0.2 -0.6
0.2 0.5 0.5
-1.0 0.0 0.6
0.8 0.9 -0.2
-0.1 -0.1 -1.1
0.1 0.6 0.8
-0.6 1.0 0.2
-0.2 -0.5 0.7
-0.3 0.2 -0.4
0.8 -0.1 0.6
0.0 -0.3 -0.2
-0.4 -0.6 -0.8
0.0 0.6 -0.9
0.7 0.7 0.8
0.0 -0.2 -0.2
-0.1 -0.1 0.1
0.8 0.5 0.6
0.0 0.0 0.2
0.3 -0.8 -0.6
0.2 0.0 0.1
0.0 0.1 0.2

Properties
Frontier orbital gap = 8.511 eV
2S+1 = 1
Energy relative to the best compared isomer or geometry (same formula, charge and spin) = 61.2 kcal/mol
SMILES string = [H]/N=C(\N)NCCCCc1cc2c(cc1[C@H](C)F)C(=O)c1ccccc1C2=O.COC(=O)OC.COC(=O)OC
HOMO level = -9.076 eV